Density functional theory data (ωB97M-V/def2-TZVPD) for a structure of composition C40H52MnN10O2.

Charge: 0
Expectation value of S²: 8.757
Spin multiplicity: 6
Gap between HOMO and LUMO (spin up / spin down), Eh: 0.3081 / 0.3033
E_tot, eV: -92637.405
HOMO energy (spin up / spin down), eV: -7.9 / -7.9

Last column: Löwdin charge in e.
Geometry (Å):
1 Mn 1.218 0.171 0.082  0.94
2 O 0.054 0.783 -1.376  -0.40
3 H 0.221 1.584 -1.889  -0.02
4 O 1.475 -1.320 1.455  -0.41
5 H 2.283 -1.174 2.023  0.01
6 N 3.016 -0.690 -2.255  0.08
7 C 3.136 0.644 -2.495  -0.12
8 C 3.530 1.221 -1.352  -0.14
9 C 3.659 0.271 -0.365  -0.17
10 C 3.328 -0.923 -0.947  -0.15
11 H 2.671 -1.413 -2.859  0.13
12 H 2.737 1.106 -3.379  0.09
13 H 3.577 2.330 -1.345  0.13
14 H 3.995 0.464 0.601  0.09
15 H 3.402 -1.932 -0.549  0.11
16 N -4.387 -0.403 -2.248  0.05
17 C -4.777 -0.158 -3.536  -0.15
18 C -4.021 -0.868 -4.492  -0.10
19 C -3.222 -1.706 -3.685  -0.15
20 C -3.323 -1.357 -2.355  -0.11
21 H -4.606 0.058 -1.397  0.09
22 H -5.513 0.626 -3.637  0.10
23 H -3.938 -0.813 -5.566  0.09
24 H -2.428 -2.360 -3.975  0.07
25 H -2.854 -1.850 -1.516  0.10
26 N 0.420 -1.994 -4.037  0.01
27 C 0.146 -3.158 -3.436  -0.13
28 C 0.969 -4.135 -4.020  -0.08
29 C 1.826 -3.463 -4.927  -0.09
30 C 1.404 -2.141 -4.902  -0.20
31 H 0.040 -1.116 -3.795  0.12
32 H -0.612 -3.194 -2.706  0.09
33 H 0.882 -5.204 -3.810  0.10
34 H 2.647 -3.881 -5.500  0.09
35 H 1.724 -1.331 -5.534  0.11
36 N 0.251 1.502 3.119  0.07
37 C 1.570 1.754 3.371  -0.13
38 C 2.120 2.398 2.313  -0.11
39 C 1.125 2.505 1.303  -0.14
40 C -0.056 2.007 1.889  -0.13
41 H -0.434 1.021 3.658  0.11
42 H 1.967 1.562 4.350  0.12
43 H 3.055 2.879 2.124  0.10
44 H 1.207 3.019 0.356  0.10
45 H -1.065 1.956 1.561  0.09
46 N 1.400 -4.101 0.421  0.02
47 C 0.306 -4.936 0.434  -0.13
48 C 0.663 -6.089 -0.229  -0.12
49 C 1.955 -5.896 -0.696  -0.14
50 C 2.390 -4.690 -0.273  -0.17
51 H 1.496 -3.204 0.895  0.09
52 H -0.601 -4.622 0.943  0.11
53 H -0.054 -6.864 -0.403  0.09
54 H 2.382 -6.509 -1.411  0.07
55 H 3.342 -4.203 -0.337  0.10
56 N -0.252 -1.499 3.366  0.03
57 C 0.380 -1.397 4.595  -0.13
58 C -0.518 -0.904 5.483  -0.13
59 C -1.759 -0.817 4.826  -0.14
60 C -1.551 -1.194 3.557  -0.19
61 H 0.287 -1.449 2.510  0.04
62 H 1.396 -1.658 4.817  0.09
63 H -0.395 -0.622 6.513  0.09
64 H -2.719 -0.422 5.229  0.11
65 H -2.176 -0.992 2.703  0.09
66 N -2.343 1.437 -0.449  0.03
67 C -3.305 0.883 0.369  -0.16
68 C -4.372 1.748 0.390  -0.14
69 C -4.054 2.884 -0.364  -0.14
70 C -2.821 2.674 -0.888  -0.11
71 H -1.514 1.061 -0.772  0.01
72 H -3.111 -0.053 0.864  0.10
73 H -5.297 1.658 0.964  0.11
74 H -4.707 3.785 -0.390  0.11
75 H -2.193 3.194 -1.624  0.11
76 N -2.792 4.657 2.343  -0.02
77 C -3.945 5.367 2.275  -0.13
78 C -3.714 6.537 3.027  -0.13
79 C -2.404 6.478 3.440  -0.16
80 C -1.837 5.248 3.071  -0.14
81 H -2.633 3.789 1.827  0.12
82 H -4.738 5.074 1.597  0.09
83 H -4.306 7.461 3.224  0.10
84 H -1.850 7.322 4.035  0.13
85 H -0.896 4.717 3.274  0.11
86 N -1.578 2.170 -5.107  -0.01
87 C -1.194 3.389 -4.579  -0.12
88 C 0.170 3.318 -4.542  -0.13
89 C 0.615 2.064 -5.012  -0.10
90 C -0.550 1.343 -5.366  -0.14
91 H -2.590 1.895 -5.218  0.17
92 H -1.955 4.121 -4.352  0.11
93 H 0.800 4.130 -4.301  0.08
94 H 1.587 1.610 -4.937  0.06
95 H -0.663 0.437 -5.949  0.11
96 N 4.593 -2.758 5.535  0.03
97 C 4.210 -1.458 5.505  -0.14
98 C 4.049 -1.093 4.175  -0.12
99 C 4.386 -2.214 3.372  -0.11
100 C 4.682 -3.173 4.256  -0.17
101 H 4.747 -3.336 6.334  0.15
102 H 4.193 -0.952 6.448  0.11
103 H 3.803 -0.087 3.855  0.08
104 H 4.283 -2.304 2.321  0.08
105 H 4.850 -4.230 4.086  0.12


Density functional theory data (ωB97M-V/def2-TZVPD) for a structure of composition C40H54BIrN8O2.

Charge: +1
Expectation value of S²: 0.760
Spin multiplicity: 2
Gap between HOMO and LUMO (spin up / spin down), Eh: 0.1723 / 0.1717
E_tot, eV: -61881.261
Energy above the lowest of the compared OMol25 structures with the same formula, charge and spin, kcal/mol: 30.51
HOMO energy (spin up / spin down), eV: -9.5 / -9.5

Last column: Löwdin charge in e.
Geometry (Å):
1 Ir -0.072 -0.161 0.179  1.59
2 O -0.367 0.330 2.152  -0.21
3 C 0.381 1.108 2.940  -0.32
4 C -0.261 1.809 3.972  0.01
5 C 0.442 2.666 4.792  -0.05
6 C 1.810 2.880 4.603  -0.07
7 C 2.465 2.177 3.618  -0.04
8 C 1.767 1.257 2.832  -0.13
9 C 2.349 -1.092 1.748  -0.16
10 N 1.416 -1.544 0.721  -0.02
11 C 1.813 -2.730 -0.012  -0.17
12 C 0.904 -3.945 0.304  -0.20
13 N -0.434 -3.483 0.195  0.01
14 C -1.309 -4.069 -0.496  -0.12
15 C -2.592 -3.424 -0.739  -0.15
16 C -3.660 -4.164 -1.233  -0.05
17 C -4.893 -3.582 -1.462  -0.09
18 C -5.059 -2.226 -1.177  -0.07
19 C -4.017 -1.470 -0.686  -0.02
20 C -2.736 -2.025 -0.489  -0.36
21 O -1.734 -1.274 -0.129  -0.31
22 H -1.325 1.654 4.100  0.11
23 H -0.080 3.196 5.579  0.11
24 H 2.352 3.579 5.225  0.11
25 H 3.532 2.309 3.487  0.12
26 H 3.359 -1.381 1.443  0.14
27 H 2.845 -3.014 0.201  0.12
28 H 1.731 -2.502 -1.075  0.09
29 H 1.071 -4.250 1.336  0.10
30 H 1.172 -4.777 -0.363  0.13
31 H -1.136 -5.046 -0.971  0.14
32 H -3.512 -5.222 -1.420  0.11
33 H -5.720 -4.169 -1.838  0.10
34 H -6.016 -1.755 -1.359  0.11
35 H -4.157 -0.426 -0.465  0.07
36 C 0.046 5.048 -1.486  -0.01
37 C -0.601 3.872 -0.832  -0.25
38 C -1.784 3.840 -0.150  0.03
39 C -1.987 2.515 0.270  -0.18
40 N -0.957 1.770 -0.168  0.02
41 N -0.095 2.622 -0.833  0.04
42 B 1.288 2.256 -1.371  -0.51
43 N 2.134 1.634 -0.211  0.15
44 N 1.500 0.902 0.600  -0.02
45 C 2.356 0.477 1.689  -0.29
46 C 3.680 1.022 1.250  0.10
47 C 3.500 1.727 0.125  -0.18
48 C 4.455 2.517 -0.696  0.01
49 C 2.165 -1.851 3.135  -0.48
50 C 2.969 -3.159 3.033  -0.04
51 C 2.797 -1.069 4.295  -0.02
52 C 0.703 -2.172 3.463  -0.01
53 N 1.185 1.196 -2.432  0.02
54 N 0.471 0.043 -2.231  0.09
55 C 0.460 -0.588 -3.425  -0.20
56 C 1.212 0.149 -4.348  0.04
57 C 1.642 1.274 -3.693  -0.25
58 C 2.433 2.418 -4.237  0.00
59 C -0.327 -1.825 -3.793  -0.52
60 C -0.216 -2.104 -5.294  -0.06
61 C 0.213 -3.037 -3.042  -0.04
62 C -1.800 -1.571 -3.452  -0.02
63 C -3.269 2.149 1.009  -0.51
64 C -3.254 0.810 1.747  -0.04
65 C -3.553 3.239 2.055  -0.04
66 C -4.392 2.166 -0.044  -0.03
67 H -0.605 5.913 -1.377  0.09
68 H 1.010 5.282 -1.034  0.09
69 H 0.206 4.872 -2.550  0.09
70 H -2.431 4.680 0.032  0.12
71 H 1.842 3.230 -1.772  0.12
72 H 4.610 0.870 1.776  0.15
73 H 5.442 2.471 -0.242  0.10
74 H 4.518 2.121 -1.710  0.09
75 H 4.144 3.560 -0.758  0.10
76 H 4.030 -2.953 2.866  0.10
77 H 2.881 -3.705 3.972  0.10
78 H 2.626 -3.821 2.243  0.06
79 H 3.778 -0.662 4.028  0.10
80 H 2.170 -0.257 4.650  0.08
81 H 2.946 -1.757 5.129  0.10
82 H 0.165 -2.580 2.604  0.07
83 H 0.674 -2.903 4.273  0.10
84 H 0.159 -1.289 3.789  0.08
85 H 1.399 -0.093 -5.379  0.12
86 H 2.714 2.197 -5.264  0.09
87 H 1.847 3.339 -4.236  0.09
88 H 3.339 2.603 -3.662  0.07
89 H 0.808 -2.346 -5.586  0.09
90 H -0.846 -2.960 -5.542  0.09
91 H -0.559 -1.255 -5.887  0.09
92 H 1.281 -3.169 -3.237  0.10
93 H 0.054 -2.906 -1.978  0.03
94 H -0.304 -3.945 -3.362  0.10
95 H -2.223 -0.835 -4.139  0.10
96 H -2.382 -2.492 -3.532  0.10
97 H -1.895 -1.181 -2.444  0.05
98 H -2.695 0.889 2.675  0.06
99 H -4.280 0.523 1.988  0.10
100 H -2.802 0.019 1.165  0.03
101 H -2.679 3.405 2.688  0.08
102 H -3.836 4.189 1.601  0.08
103 H -4.380 2.915 2.689  0.10
104 H -4.202 1.449 -0.842  0.08
105 H -5.346 1.925 0.428  0.10
106 H -4.479 3.151 -0.507  0.09